Entry from the Open Molecules 2025 dataset: a 2-piece molecular cluster, C8H23N4OS overall (ωB97M-V/def2-TZVPD).

```
37
Properties=species:S:1:pos:R:3:nbo_charge:R:1
S -1.728 0.160 -1.710 -0.076
O -2.087 0.806 0.805 -0.477
N 0.979 -0.936 -2.501 -0.807
N -0.015 1.273 0.046 -0.585
N 1.449 3.451 -0.473 -0.886
N 3.671 -3.117 -0.827 -0.840
C -1.242 0.802 -0.183 0.538
C -3.421 0.161 0.798 0.094
C -3.238 -1.313 0.758 -0.666
C 1.630 -2.062 -1.717 -0.231
C 0.244 2.012 1.251 -0.251
C -4.339 0.712 1.866 -0.636
C 1.470 2.897 0.946 -0.225
C 3.136 -2.008 -1.584 -0.248
H -0.292 -0.251 -2.141 0.280
H 3.548 -2.192 -2.585 0.191
H -4.633 1.753 1.630 0.222
H -3.980 0.528 -0.037 0.204
H 3.471 -3.997 -1.188 0.370
H 1.235 -3.043 -2.202 0.216
H 3.594 -1.165 -1.213 0.206
H -4.176 -1.885 0.597 0.253
H 2.325 3.971 -0.711 0.407
H 1.633 -0.141 -2.539 0.386
H 0.576 3.900 -0.601 0.365
H -2.615 -1.571 1.653 0.225
H 1.207 -2.087 -0.653 0.200
H 0.813 -1.120 -3.483 0.397
H 0.419 1.742 -0.725 0.440
H -0.617 2.683 1.422 0.210
H 1.659 3.634 1.698 0.210
H -3.898 0.952 2.809 0.230
H 0.472 1.301 2.014 0.234
H -2.759 -1.676 -0.156 0.236
H -5.275 0.234 1.905 0.246
H 3.816 -3.041 0.136 0.377
H 2.551 2.315 0.878 0.192
```

Kohn-Sham gap = 9.19 eV
Total charge = +1
Highest occupied orbital energy = -11.75 eV
DFT total energy = -27504.3541 eV